Entry 1:
# C39H99NO11

C39H99NO11 as an isolated structure in a non-equilibrium geometry (the ωB97M-V functional and the def2-TZVPD basis, OMol25).

As for the charge: 0. For the total energy, the calculation gives -2426.1832 a.u.

Last column: Mulliken charge in e.
CARTESIAN COORDINATES (ANGSTROEM)
C 1.31277 3.09757 -1.89066  1.1173
C 2.18852 3.09015 -3.14400  -0.3394
C 2.97279 1.81128 -3.34434  0.3693
O 1.35969 3.38311 -4.28756  -0.8330
H 0.48656 2.38863 -1.94441  -0.7776
H 0.82237 4.06797 -1.81369  0.9731
H 1.90074 2.85636 -1.00510  -1.1047
H 2.97574 3.83699 -3.04103  0.6648
H 3.67515 1.95456 -4.16547  0.2425
H 2.32456 0.95672 -3.53832  -0.5956
H 3.54324 1.60047 -2.43977  -0.0294
H 0.87672 2.56654 -4.43434  0.4100
C -0.23833 2.30408 4.23520  -1.5700
C -0.44618 1.87857 2.80696  0.3758
C -0.70379 3.05497 1.79297  -1.8103
O 0.75047 1.24103 2.35878  -0.7865
H 0.27817 1.48382 4.73370  -0.1375
H -1.12793 2.66933 4.74835  0.3334
H 0.44018 3.15365 4.31237  0.5105
H -1.31522 1.22966 2.69841  0.2728
H -0.07347 3.92807 1.96178  0.6121
H -1.74863 3.33971 1.91684  2.1162
H -0.58848 2.80213 0.73899  -0.6819
H 0.73573 0.37034 2.76286  -0.8052
C 2.02027 -0.92829 2.23432  -1.0608
C 1.16862 -1.02164 3.53389  -0.2501
C 1.87652 -0.35933 4.73639  -1.5727
O -0.06085 -0.39691 3.36314  0.0593
H 1.54534 -1.64335 1.56258  -1.2387
H 3.09013 -1.05343 2.40106  1.3675
H 1.83909 0.01167 1.71302  1.1184
H 0.90016 -2.02899 3.85211  0.8547
H 1.54739 -0.75963 5.69530  0.4031
H 1.64299 0.69072 4.91237  0.1988
H 2.96361 -0.36096 4.65675  0.4739
H -0.51156 -0.66701 4.16658  0.8107
C -3.95408 2.75401 -1.09401  -1.5840
C -2.56801 2.86810 -0.53177  0.9233
C -2.36482 4.13560 0.19264  -1.4437
O -2.41817 1.84312 0.37863  -0.1975
H -4.05701 3.62477 -1.74156  0.6776
H -4.79224 2.73753 -0.39737  0.2726
H -4.11535 1.95380 -1.81633  -0.1198
H -1.96597 2.71936 -1.42816  -0.6754
H -1.32730 4.05429 0.51671  0.3568
H -3.11014 4.28462 0.97392  0.3269
H -2.38785 5.01090 -0.45654  0.5186
H -2.98672 2.02434 1.13062  0.9116
C 0.65723 -0.05226 -3.28145  0.0261
C -0.34014 0.48102 -4.31265  -0.7060
C -1.57727 1.06675 -3.64868  -1.0691
O 0.28519 1.56267 -4.99769  -0.5845
H 1.69649 -0.02505 -3.60904  1.6817
H 0.39728 -1.04763 -2.92122  0.3848
H 0.78580 0.65122 -2.45885  1.0487
H -0.61560 -0.31959 -4.99911  0.5428
H -2.12923 0.33254 -3.06182  -0.1749
H -2.23195 1.46594 -4.42337  0.6732
H -1.36694 1.88033 -2.95444  0.5497
H -0.28969 1.91416 -5.68149  0.4326
C 3.30064 4.12748 0.84495  -1.9553
C 2.38406 2.90825 0.99957  1.8384
C 2.86716 1.61647 0.36201  -0.4018
O 2.52673 2.58541 2.39934  -0.8478
H 4.32503 3.78250 0.98537  0.4732
H 3.05592 4.95570 1.50997  0.4362
H 3.24507 4.49268 -0.18054  0.2108
H 1.39112 3.18525 0.64538  -0.9809
H 2.07745 0.86550 0.38482  -2.7955
H 3.75345 1.28501 0.90303  0.9509
H 3.17126 1.76159 -0.67460  1.1804
H 1.77941 2.03894 2.65327  0.4868
C -1.02553 -1.28431 0.50079  -1.3774
C -1.23259 0.16963 0.24712  1.5727
C -0.02052 0.85872 -0.45028  0.0187
O -2.26395 0.24218 -0.61324  -1.0544
H -0.13288 -1.42525 1.11022  0.3115
H -0.83090 -1.89241 -0.38263  0.9154
H -1.88210 -1.69225 1.03741  -1.6915
H -1.43991 0.74126 1.15175  -0.9074
H 0.29762 0.15581 -1.22022  -1.5746
H 0.75105 0.84690 0.31955  0.4786
H -0.26637 1.82686 -0.88660  -1.2269
H -2.55027 1.14821 -0.47640  0.7509
C -2.18216 -1.68190 2.92815  -0.3562
C -1.92704 -1.24672 4.37269  -0.4402
C -2.92929 -1.78624 5.37067  -1.9690
O -0.68317 -1.71876 4.74480  -0.6004
H -2.51387 -2.72011 2.91383  0.9160
H -1.29637 -1.67665 2.29297  0.2227
H -3.00731 -1.12354 2.48605  0.2459
H -1.78216 -0.16960 4.45588  0.2823
H -3.06607 -2.86541 5.30149  0.4006
H -3.91804 -1.33502 5.28786  0.3348
H -2.50348 -1.61080 6.35860  0.5034
H -0.69539 -2.67719 4.69115  0.5046
C -3.39131 -5.29701 0.77541  -1.6286
C -3.96551 -3.85382 0.62770  0.2465
C -2.89338 -2.82537 0.63136  -0.6896
O -4.63528 -3.74839 -0.61596  -0.5744
H -2.64437 -5.50660 0.00974  0.3466
H -4.16630 -6.05038 0.63426  0.4371
H -2.98897 -5.44643 1.77736  0.3439
H -4.75554 -3.67645 1.35742  0.4309
H -2.28287 -2.76678 -0.26971  0.9506
H -2.22088 -2.89930 1.48598  0.3919
H -3.27083 -1.80300 0.65057  -0.0416
H -3.96455 -3.63015 -1.29252  0.3673
C -5.62198 -1.18223 -1.89543  -1.9626
C -4.43480 -0.32052 -1.36803  1.6990
C -4.72563 0.10487 0.04039  -0.3966
O -3.28580 -1.16203 -1.27526  -0.3180
H -5.80897 -1.97564 -1.17181  0.3723
H -5.54949 -1.65036 -2.87711  0.3563
H -6.47300 -0.50689 -1.98357  0.4345
H -4.28223 0.53581 -2.02494  -0.2906
H -5.54344 0.82460 0.07599  0.4689
H -3.85495 0.68897 0.33841  -0.2358
H -5.07296 -0.72146 0.66059  0.2822
H -2.51260 -0.69682 -0.94764  1.5707
C 1.65687 -2.47997 0.35954  -0.8710
C 2.33769 -1.95910 -0.87789  0.9310
C 2.72686 -0.51206 -0.52647  0.3086
C 3.60558 0.11998 -1.61766  0.7300
C 4.87762 -0.64518 -1.88166  -2.6639
C 4.63873 -2.18397 -2.05860  1.6084
N 3.64084 -2.64534 -1.08781  0.2587
O 3.46067 -4.05095 -1.16442  -0.5634
C 4.27506 -2.37036 -3.56725  -1.4506
C 6.02462 -2.82631 -1.71624  -1.9641
C 1.35561 -2.02434 -2.12881  0.0077
H 2.28650 -2.37160 1.24267  0.5225
H 1.41228 -3.54082 0.30594  0.4720
H 0.74011 -1.91170 0.51679  -2.0115
H 1.77982 0.02542 -0.57472  1.9412
H 3.27592 -0.34785 0.40072  0.8102
H 3.78748 1.12264 -1.23079  0.1833
H 3.03615 0.23067 -2.54048  -0.5879
H 5.49490 -0.48797 -0.99716  0.3300
H 5.39753 -0.29217 -2.77227  0.5415
H 3.47523 -1.76463 -3.99324  0.1527
H 5.11897 -2.15302 -4.22199  0.4650
H 4.02415 -3.41929 -3.72500  0.3221
H 6.26405 -2.62622 -0.67186  0.4621
H 6.03956 -3.91567 -1.68196  0.3558
H 6.82722 -2.54188 -2.39671  0.3488
H 1.61205 -1.17001 -2.75529  -1.0534
H 0.33682 -1.75477 -1.85047  -0.4334
H 1.33046 -2.96200 -2.68404  0.4899
H 3.08313 -4.13344 -2.04321  0.4783

Entry 2:
# C3BrCl2O2

A 2-piece molecular cluster, C3BrCl2O2 overall in a non-equilibrium geometry (the ωB97M-V functional and the def2-TZVPD basis, OMol25).

As for the charge: -1. For the total energy, the calculation gives -3759.0779 a.u.

Last column: Mulliken charge in e.
CARTESIAN COORDINATES (ANGSTROEM)
C -0.68603 0.19946 0.13114  -0.3239
C 2.01063 0.68412 0.80628  -0.0006
C -1.38986 -1.04763 0.04041  0.7202
O -2.10673 -1.98165 0.26566  -0.5966
O -0.84106 -0.63777 -1.09885  -0.3047
Cl -1.77496 1.64840 0.00630  -0.2786
Cl 2.17872 2.08650 -0.12019  -0.0718
Br 2.60927 -0.95143 -0.03074  -0.1440